No. 1
73
Properties=species:S:1:pos:R:3 method="wB97M-V/def2-TZVPD" lumo_energy_ev=-3.31 total_energy_ha=-5251.0774 charge=+1 gap_ev=7.937 multiplicity=1
C -1.40446 -0.28617 3.92040
C 0.05563 -0.89490 3.81058
N 1.06115 -0.37709 4.47128
C 0.30525 -2.15698 2.81853
N 0.57752 -1.52730 1.47392
C -0.42996 -1.22234 0.51776
N -1.76625 -1.42337 0.57038
N 0.17717 -0.58456 -0.63659
C 1.55705 -0.57991 -0.25033
P 2.80149 0.19380 -1.44778
O 2.14756 0.01573 -3.00624
Br 2.70590 2.42032 -0.90279
N 1.82502 -1.17785 1.03829
O 2.99748 -1.35006 1.66803
H -1.64011 0.20223 2.90234
H -2.16605 -1.09994 4.13121
H -1.38950 0.56130 4.67463
H 1.90054 -0.92965 4.21184
H 1.23755 -2.69876 3.21187
H -0.57205 -2.87543 2.79858
H -2.20305 -2.23687 1.02094
H -2.32514 -0.70184 0.08307
H 2.89679 0.14184 -3.64205
H 3.39523 -0.44980 1.77733
C 7.15618 -1.14206 1.00185
N 6.25637 -0.06159 0.51859
O 5.75231 -0.20266 -0.58171
O 6.09051 0.88822 1.26163
H 7.21081 -1.91861 0.24184
H 8.13663 -0.70042 1.17365
H 6.73238 -1.53465 1.92518
C -1.77345 3.07812 0.28590
N -2.53114 2.87582 1.54774
O -2.84740 3.86596 2.17532
O -2.78232 1.72160 1.86254
H -1.62419 4.14493 0.13406
H -0.81749 2.56546 0.39006
H -2.36532 2.65182 -0.52334
C 4.33040 4.26304 2.86915
N 4.00517 3.10775 1.99227
O 3.92389 2.00874 2.51757
O 3.83849 3.34181 0.80285
H 4.44823 3.90616 3.89038
H 5.25808 4.70092 2.50361
H 3.50492 4.97026 2.80014
C -2.04056 -3.59378 -2.69840
N -3.36765 -3.79880 -2.06063
O -3.46842 -3.55357 -0.86714
O -4.26766 -4.19608 -2.77269
H -1.34049 -3.23838 -1.94505
H -1.71902 -4.55252 -3.10268
H -2.16632 -2.85407 -3.48772
C -6.97984 -3.16937 -1.24283
N -8.10033 -2.34818 -0.72141
O -9.22449 -2.80221 -0.80723
O -7.79573 -1.26711 -0.24180
H -7.37768 -4.10041 -1.64044
H -6.49291 -2.59226 -2.02717
H -6.30005 -3.36344 -0.41466
C 6.15016 1.06328 -6.04160
N 5.27147 1.41603 -4.89680
O 5.53832 2.42342 -4.27585
O 4.33872 0.66076 -4.66354
H 6.92937 1.81712 -6.12973
H 6.58102 0.08457 -5.83539
H 5.53029 1.04187 -6.93680
C -6.82435 1.75400 -0.18056
N -5.38380 2.12695 -0.15849
O -4.57155 1.25091 -0.41835
O -5.11601 3.28148 0.11723
H -6.90881 0.70047 -0.43990
H -7.22791 1.93993 0.81364
H -7.31360 2.37635 -0.92851

=====

No. 2
64
Properties=species:S:1:pos:R:3 method="wB97M-V/def2-TZVPD" lumo_energy_ev=-0.64 total_energy_ha=-4695.1408 gap_ev=7.284 multiplicity=1
Al -1.54899 0.87286 1.37533
C 0.43090 -2.47714 -2.97464
C -0.74994 -1.58193 -3.35646
C -1.53331 -0.93146 -2.19742
Sb -1.30881 1.12822 -1.48177
C 0.62672 2.04712 -1.31130
C 1.03358 3.05407 -2.17885
C 2.18267 3.78487 -1.91263
C 2.91230 3.54740 -0.75904
C 2.47137 2.59690 0.14853
C 1.33824 1.85486 -0.13058
C -1.85167 1.95599 -3.39183
C -0.94726 1.84617 -4.44487
C -1.30961 2.25013 -5.72075
C -2.58110 2.75484 -5.95559
C -3.47519 2.88795 -4.90506
C -3.11300 2.49049 -3.62505
Sb 1.98431 -1.63142 -1.71365
C 3.05942 -0.62366 -3.29780
C 4.32568 -0.13568 -2.98988
C 5.07067 0.55119 -3.93634
C 4.55267 0.76596 -5.20562
C 3.29631 0.27740 -5.52718
C 2.55576 -0.41444 -4.57703
C 3.22281 -3.37818 -1.95037
C 3.65698 -4.07972 -0.83070
C 4.50561 -5.17017 -0.96829
C 4.92515 -5.56612 -2.22868
C 4.48895 -4.87694 -3.35248
C 3.64423 -3.78601 -3.21181
H 0.94445 -2.83925 -3.86664
H 0.05360 -3.34723 -2.43323
H -1.48396 -2.20733 -3.87609
H -0.42077 -0.83310 -4.07756
H -1.46547 -1.56042 -1.31129
H -2.58792 -0.88084 -2.48271
H 0.45338 3.29743 -3.05690
H 2.49935 4.55335 -2.60594
H 3.80986 4.11865 -0.56167
H 3.00528 2.43917 1.07659
H 0.99321 1.12849 0.59925
H 0.04891 1.45554 -4.27191
H -0.59523 2.17658 -6.53067
H -2.86982 3.04820 -6.95624
H -4.45680 3.30756 -5.08255
H -3.81861 2.59865 -2.81039
H 4.73655 -0.30297 -1.99896
H 6.05320 0.92882 -3.68096
H 5.12942 1.30923 -5.94326
H 2.89142 0.43368 -6.52006
H 1.58124 -0.80794 -4.84723
H 3.32508 -3.76764 0.15327
H 4.83982 -5.70706 -0.08936
H 5.59444 -6.40982 -2.33739
H 4.80914 -5.18583 -4.33968
H 3.32101 -3.23855 -4.09010
Se -1.67076 2.80711 2.36351
F -3.66422 -2.62423 1.93102
C -2.41255 -2.78179 2.39138
F -2.18683 -4.07776 2.55338
F -2.33116 -2.18052 3.58246
C -1.41551 -2.15444 1.38241
O -0.71520 -2.84571 0.70530
O -1.50613 -0.84955 1.36503

=====

No. 3
15
Properties=species:S:1:pos:R:3 method="wB97M-V/def2-TZVPD" lumo_energy_ev="-0.56 / -0.13" total_energy_ha=-908.4582 gap_ev="7.861 / 7.693" multiplicity=1
C -1.57295 -0.82064 -0.23217
C 0.19603 1.78298 0.63531
C 0.88664 0.94452 -0.31432
C 1.62853 -0.24172 0.12405
N -1.69078 -1.93944 -0.87507
F 1.31626 -0.65129 1.36637
F 1.43109 -1.31779 -0.68977
F 2.98295 -0.08415 0.13335
S -2.39848 0.10231 0.76639
H 0.01951 2.78542 0.25116
H -0.85697 1.36460 0.84962
H 0.68446 1.81054 1.60969
H 0.78345 1.07790 -1.37423
H -0.90687 -2.26569 -1.42514
H -2.50286 -2.54756 -0.82526

=====

No. 4
27
Properties=species:S:1:pos:R:3 method="wB97M-V/def2-TZVPD" smiles=Cc1c[nH]c2ccccc12.CC lumo_energy_ev=0.86 total_energy_ha=-482.8821 gap_ev=8.702 multiplicity=1
C 3.43693 -1.10050 -1.02287
C 1.25030 -0.93664 0.39991
C 2.08588 -0.54109 -0.68199
C 0.14258 -0.07520 0.42344
C 1.50561 0.54444 -1.26454
C 1.33995 -1.96792 1.35642
C 0.34896 -2.12753 2.29797
C -0.73317 -1.23247 2.28217
C -0.86321 -0.18300 1.40163
N 0.27395 0.75916 -0.63610
H 2.13975 -2.68481 1.18723
H 0.49452 -2.91770 3.00793
H -1.46880 -1.20943 3.08560
H 3.54846 -1.39810 -2.07162
H 3.66869 -1.92858 -0.37132
H 1.57354 0.92344 -2.27210
H -0.23287 1.62455 -0.73062
H -1.73063 0.46245 1.36253
H 4.16344 -0.29074 -0.96507
C -3.04359 3.05729 -1.35725
C -4.24192 2.22289 -1.87472
H -3.23644 4.12425 -1.30920
H -2.71939 2.70031 -0.37138
H -2.09812 2.94785 -1.90336
H -5.05960 2.94681 -1.82341
H -4.13272 2.05843 -2.93525
H -4.53621 1.45437 -1.18531